The following is a quantum chemistry calculation of a 2-piece molecular cluster, C2H9NO3P2 overall, from the Open Molecules 2025 dataset.

Positions of all 17 atoms, in Å:
H 0.530 1.471 0.214
H -0.171 -2.175 -3.407
H 0.774 0.494 -2.307
N -1.202 1.643 1.124
P -0.852 -2.581 -2.231
H 1.764 1.377 2.353
H 0.309 0.922 3.209
O -1.240 0.206 -1.325
H 0.926 -0.238 1.875
P -0.123 -0.956 -1.120
C 0.849 0.875 2.302
H -1.668 1.576 1.991
H 0.448 -2.964 -1.689
O 1.106 -0.190 -1.848
O 0.107 -1.268 0.241
C 0.014 1.406 1.119
H -1.572 0.402 -0.500

The energy above the lowest of the compared OMol25 structures with the same formula, charge and spin is 0.358 eV. The structure (SMILES) is O=P(O)(O)P.[H]/N=C\C. The lowest unoccupied orbital energy is 0.702 eV. The orbital gap is 10.421 eV. The calculated total energy comes out at -1044.807893 a.u.